DFT (ωB97M-V with the def2-TZVPD basis set) results for a molecular structure, H18O9 in a non-equilibrium geometry.

Geometry (Å):
1 O 11.174430 -1.505960 22.207520
2 H 11.673100 -0.689730 22.170950
3 H 11.769860 -2.166980 21.854320
4 O 9.818960 -2.249340 20.959640
5 H 10.625960 -1.996420 21.407980
6 H 9.840140 -1.763580 20.135120
7 O 8.760580 -0.931880 25.086820
8 H 8.452730 -0.168920 24.597600
9 H 9.674950 -1.033490 24.822530
10 O 9.291390 2.013690 21.769840
11 H 9.166720 1.881770 22.709670
12 H 8.429990 2.280110 21.448550
13 O 8.873040 1.555930 23.802530
14 H 9.085890 0.692200 23.449110
15 H 9.550490 1.720440 24.458470
16 O 8.594110 -0.278430 20.675890
17 H 9.114240 -0.836350 20.097600
18 H 7.698040 -0.600400 20.577780
19 O 6.859850 0.766320 20.809830
20 H 7.042090 1.704950 20.854490
21 H 7.723610 0.353820 20.811280
22 O 9.285110 -0.108040 22.925950
23 H 8.793090 -0.125350 22.105060
24 H 10.074930 -0.616950 22.743110
25 O 10.625330 -0.093200 24.792250
26 H 10.733560 0.645480 25.391300
27 H 10.871680 0.254750 23.935230

Cartesian forces (eV/Å) of the 2 atoms listed first:
7.64 3.01 6.35
0.77 0.54 -0.20

Calculated values
Max |F|: 13.5 eV/A
Total charge: 0
HOMO level: -9.13 eV
LUMO level: -0.02941 hartree
Energy relative to the best compared isomer or geometry (same formula, charge and spin): 1755.06 kJ/mol
Gap between HOMO and LUMO: 8.33 eV

Here are the natural (NBO) charges for atoms 1 to 8, given in e: O -0.85; H 0.51; H 0.53; O -0.92; H 0.42; H 0.38; O -0.98; H 0.46